{"formula": "C28H36FN6O9SScSe", "method": "the ωB97M-V functional and the def2-TZVPD basis", "symbols": ["Sc", "C", "C", "O", "C", "C", "C", "N", "N", "C", "O", "C", "C", "C", "C", "C", "C", "H", "H", "H", "H", "H", "H", "H", "H", "H", "H", "H", "H", "C", "S", "C", "O", "H", "H", "H", "H", "H", "H", "C", "N", "C", "C", "N", "C", "C", "Se", "H", "H", "H", "H", "H", "H", "H", "H", "O", "C", "C", "C", "O", "H", "H", "H", "H", "H", "H", "F", "C", "C", "N", "C", "C", "O", "O", "C", "O", "N", "C", "O", "H", "H", "H", "H"], "xyz": [[0.06, -0.53, -0.39], [-3.19, -4.09, -1.07], [-2.04, -3.33, -0.44], [-1.81, -2.19, -0.89], [-1.25, -3.99, 0.53], [-0.14, -3.28, 1.03], [1.20, -3.96, 1.06], [-0.22, -2.03, 1.46], [-1.51, -1.75, 2.01], [-2.09, -0.67, 1.62], [-1.72, 0.15, 0.70], [-3.36, -0.32, 2.35], [-4.07, 0.81, 1.96], [-5.24, 1.17, 2.62], [-5.72, 0.40, 3.67], [-5.01, -0.73, 4.06], [-3.84, -1.09, 3.41], [-3.06, -4.12, -2.15], [-4.11, -3.55, -0.86], [-3.27, -5.11, -0.67], [-1.27, -5.07, 0.55], [1.04, -5.04, 1.11], [1.80, -3.65, 1.91], [1.79, -3.78, 0.16], [-3.69, 1.38, 1.13], [-5.79, 2.05, 2.30], [-6.63, 0.68, 4.18], [-5.38, -1.34, 4.88], [-3.28, -1.97, 3.69], [1.01, 2.73, 3.28], [0.57, 1.59, 1.94], [-0.10, 2.83, 0.85], [1.89, 1.15, 1.36], [1.68, 3.49, 2.89], [1.50, 2.14, 4.05], [0.10, 3.18, 3.68], [-1.02, 3.21, 1.31], [-0.38, 2.36, -0.09], [0.63, 3.62, 0.67], [3.27, -1.48, 3.65], [4.42, -2.20, 3.13], [5.36, -2.91, 3.84], [6.23, -3.43, 2.94], [5.81, -3.02, 1.69], [6.41, -3.34, 0.42], [4.68, -2.25, 1.79], [3.66, -1.51, 0.50], [3.27, -1.57, 4.74], [2.35, -1.87, 3.23], [3.33, -0.43, 3.35], [5.33, -3.00, 4.91], [7.10, -4.04, 3.08], [7.26, -4.00, 0.59], [6.72, -2.43, -0.09], [5.68, -3.84, -0.22], [1.17, -1.33, -1.51], [3.91, 1.75, -1.37], [2.60, 1.33, -2.00], [2.59, 0.46, -3.22], [1.55, 1.66, -1.48], [4.79, 1.35, -1.87], [3.88, 1.40, -0.33], [3.95, 2.84, -1.36], [3.57, 0.34, -3.67], [1.85, 0.83, -3.94], [2.17, -0.49, -2.85], [-2.04, 6.67, -4.42], [-2.65, 5.48, -4.65], [-2.07, 4.33, -4.27], [-2.63, 3.11, -4.51], [-1.94, 1.91, -4.02], [-1.59, 1.95, -2.50], [-1.69, 3.04, -1.92], [-1.15, 0.86, -2.12], [-3.86, 3.00, -5.11], [-4.43, 1.96, -5.36], [-4.43, 4.22, -5.46], [-3.93, 5.50, -5.30], [-4.56, 6.48, -5.68], [-1.13, 4.31, -3.74], [-0.99, 1.82, -4.56], [-2.54, 1.04, -4.24], [-5.34, 4.15, -5.90]], "lumo_ev": 3.804, "orbital_gap_ev": 4.964, "e_above_lowest_ev": 2.667, "charge": -2}

{"formula": "C4H5NO", "method": "the ωB97M-V functional and the def2-TZVPD basis", "symbols": ["N", "C", "C", "O", "C", "C", "H", "H", "H", "H", "H"], "xyz": [[1.44, 0.19, 0.29], [0.44, -0.04, 1.21], [-0.51, 0.55, 0.14], [-1.61, -0.24, -0.31], [-1.23, -1.41, -0.77], [0.71, 0.61, -0.74], [2.44, 0.07, 0.38], [0.56, 0.33, 2.23], [-0.91, 1.53, 0.43], [-2.21, -1.88, -1.02], [0.88, 0.41, -1.79]], "lumo_ev": [0.731, 0.698], "orbital_gap_ev": [8.086, 8.018], "e_above_lowest_ev": 6.821, "charge": 0}

{"formula": "CH2ClNOP2", "method": "the ωB97M-V functional and the def2-TZVPD basis", "symbols": ["H", "N", "P", "P", "H", "C", "O", "Cl"], "xyz": [[-0.03, 1.85, -1.49], [-0.60, 1.88, -0.69], [-0.56, 0.49, -0.06], [-2.01, -0.62, 0.68], [-1.36, -1.72, 1.26], [1.02, -0.50, -0.03], [1.10, -1.56, -0.53], [2.44, 0.20, 0.86]], "lumo_ev": -1.116, "smiles": "[H]/N=P(=P\\[H])\\C(=O)Cl", "orbital_gap_ev": 8.300, "e_above_lowest_ev": 1.328, "charge": 0}

{"formula": "C4H13PSi", "method": "the ωB97M-V functional and the def2-TZVPD basis", "symbols": ["C", "C", "C", "C", "Si", "P", "H", "H", "H", "H", "H", "H", "H", "H", "H", "H", "H", "H", "H"], "xyz": [[1.29, -1.28, 0.57], [1.96, 1.55, -0.43], [-0.14, 0.88, 2.04], [-2.46, 0.47, -0.82], [0.58, 0.44, 0.24], [-0.94, 0.18, -1.54], [1.72, -1.55, -0.30], [1.89, -1.31, 1.44], [0.54, -2.08, 0.76], [2.83, 1.16, 0.06], [2.02, 1.10, -1.39], [2.11, 2.60, -0.59], [0.64, 0.88, 2.75], [-0.72, 1.75, 2.20], [-0.83, 0.10, 2.06], [-2.43, -2.60, -2.54], [-2.45, 0.28, 0.21], [-3.30, 0.45, -1.52], [-2.30, -3.03, -3.19]], "lumo_ev": -0.030, "orbital_gap_ev": 8.656, "e_above_lowest_ev": 1.974, "charge": 0}

{"formula": "C17H48ClIN2O9P", "method": "the ωB97M-V functional and the def2-TZVPD basis", "symbols": ["C", "C", "O", "C", "N", "C", "C", "O", "P", "I", "C", "C", "C", "N", "O", "C", "C", "C", "Cl", "H", "H", "H", "H", "H", "H", "H", "H", "H", "H", "H", "H", "H", "H", "H", "H", "H", "H", "H", "H", "H", "H", "H", "H", "C", "O", "H", "H", "H", "H", "C", "O", "H", "H", "H", "H", "C", "O", "H", "H", "H", "H", "C", "O", "H", "H", "H", "H", "C", "O", "H", "H", "H", "H", "C", "O", "H", "H", "H", "H"], "xyz": [[5.79, -2.25, 2.69], [5.55, -0.96, 1.92], [4.56, -0.21, 2.65], [5.07, -1.15, 0.49], [4.16, -2.29, 0.36], [3.61, -2.47, -0.98], [2.27, -3.18, -0.94], [1.08, -2.31, -1.15], [0.05, -2.00, 0.00], [0.90, -0.42, 1.55], [-1.41, -1.38, -0.81], [-2.34, -0.48, 0.01], [-3.01, -1.24, 1.14], [-2.84, -0.76, 2.41], [-3.69, -2.23, 0.90], [-0.41, -3.45, 0.94], [-0.89, -4.65, 0.09], [-2.02, -5.40, 0.79], [0.49, -5.74, -0.20], [6.35, -2.97, 2.09], [6.35, -2.03, 3.61], [4.83, -2.70, 2.98], [6.49, -0.40, 1.89], [4.42, 0.63, 2.21], [5.93, -1.33, -0.17], [4.59, -0.22, 0.18], [3.39, -2.15, 1.00], [3.53, -1.53, -1.55], [4.28, -3.13, -1.55], [2.16, -3.72, 0.00], [2.19, -3.92, -1.74], [-1.96, -2.25, -1.17], [-1.04, -0.80, -1.67], [-3.15, -0.20, -0.68], [-1.87, 0.45, 0.32], [-2.13, -0.05, 2.54], [-2.88, -1.44, 3.16], [-1.22, -3.11, 1.60], [0.42, -3.75, 1.59], [-1.24, -4.32, -0.90], [-2.35, -6.24, 0.18], [-2.86, -4.72, 0.98], [-1.65, -5.80, 1.74], [-0.75, 2.60, -1.60], [-1.95, 1.87, -1.85], [0.02, 1.87, -1.36], [-0.44, 3.16, -2.48], [-0.86, 3.30, -0.76], [-2.65, 2.48, -2.09], [-6.24, 0.63, -2.29], [-5.75, 0.69, -0.95], [-6.69, 1.60, -2.50], [-5.44, 0.44, -3.01], [-7.01, -0.14, -2.40], [-5.38, -0.17, -0.75], [5.89, 1.73, 4.93], [5.78, 2.70, 3.90], [5.05, 1.05, 4.80], [6.82, 1.16, 4.86], [5.82, 2.18, 5.93], [6.51, 3.32, 3.98], [2.98, 2.08, -2.16], [2.22, 1.35, -1.19], [2.84, 3.14, -1.93], [4.05, 1.85, -2.09], [2.63, 1.89, -3.17], [2.32, 0.41, -1.36], [-0.92, 6.55, -2.73], [-0.20, 5.43, -3.24], [-1.13, 6.33, -1.68], [-0.33, 7.47, -2.78], [-1.86, 6.71, -3.25], [0.00, 5.61, -4.16], [-9.49, 3.21, -0.93], [-8.10, 3.15, -1.21], [-9.99, 3.49, -1.85], [-9.89, 2.25, -0.59], [-9.72, 3.97, -0.17], [-7.64, 2.90, -0.40]], "lumo_ev": -3.338, "orbital_gap_ev": 8.411, "charge": 1}

{"formula": "C3H8N2O", "method": "the ωB97M-V functional and the def2-TZVPD basis", "symbols": ["H", "N", "C", "N", "H", "H", "H", "C", "C", "O", "H", "H", "H", "H"], "xyz": [[-0.94, -0.02, -1.94], [-0.60, 0.62, -1.23], [-1.52, 1.29, -0.68], [-2.87, 1.22, -0.97], [-1.19, 2.06, 0.01], [-3.25, 0.53, -1.60], [-3.37, 2.10, -0.98], [1.69, -1.81, 1.97], [1.85, -0.72, 1.22], [1.84, -0.73, -0.14], [1.81, -2.71, 1.36], [1.31, -1.66, 2.96], [1.89, 0.20, 1.81], [1.09, -0.20, -0.44]], "lumo_ev": 0.769, "smiles": "[H]/N=C\\N.C=CO", "orbital_gap_ev": 9.369, "e_above_lowest_ev": 2.449, "charge": 0}

{"formula": "C39H49GeN6O4PPt", "method": "the ωB97M-V functional and the def2-TZVPD basis", "symbols": ["Pt", "O", "C", "O", "C", "C", "N", "N", "C", "C", "O", "O", "H", "H", "H", "N", "P", "N", "C", "C", "C", "C", "C", "N", "C", "C", "C", "C", "C", "N", "C", "C", "C", "C", "C", "H", "H", "H", "H", "H", "H", "H", "H", "H", "H", "H", "H", "H", "H", "H", "H", "H", "H", "H", "H", "H", "H", "H", "H", "H", "H", "H", "H", "H", "H", "C", "Ge", "C", "C", "C", "C", "C", "C", "C", "C", "C", "C", "C", "C", "C", "C", "C", "C", "C", "C", "H", "H", "H", "H", "H", "H", "H", "H", "H", "H", "H", "H", "H", "H", "H", "H"], "xyz": [[0.98, -1.11, -0.32], [6.01, -3.32, 3.05], [6.22, -3.05, 1.83], [7.31, -3.01, 1.24], [4.99, -2.73, 1.00], [5.04, -2.60, -0.37], [3.78, -2.40, -0.79], [2.90, -2.37, 0.20], [3.61, -2.58, 1.31], [2.92, -2.62, 2.65], [3.64, -3.09, 3.65], [1.77, -2.27, 2.78], [4.66, -3.27, 3.41], [5.89, -2.64, -1.03], [3.43, -2.26, -1.72], [-0.71, -2.29, -0.42], [-2.14, -1.93, -0.01], [-3.05, -3.36, 0.09], [-2.37, -4.60, 0.39], [-2.39, -4.90, 1.90], [-3.59, -4.23, 2.57], [-4.79, -4.25, 1.62], [-4.47, -3.39, 0.38], [-2.33, -1.09, 1.44], [-3.43, -0.20, 1.78], [-3.60, -0.13, 3.29], [-2.37, 0.51, 3.93], [-1.07, -0.03, 3.29], [-1.29, -1.28, 2.46], [-3.18, -1.03, -1.01], [-2.71, 0.32, -1.31], [-1.76, 0.43, -2.51], [-1.99, -0.72, -3.49], [-3.47, -1.08, -3.48], [-3.83, -1.71, -2.14], [-1.35, -4.51, 0.03], [-2.85, -5.42, -0.17], [-1.46, -4.54, 2.36], [-2.43, -5.98, 2.07], [-3.35, -3.18, 2.79], [-3.84, -4.72, 3.52], [-5.69, -3.87, 2.10], [-4.99, -5.28, 1.32], [-4.82, -2.37, 0.54], [-5.03, -3.78, -0.49], [-4.35, -0.53, 1.29], [-3.24, 0.82, 1.40], [-3.76, -1.14, 3.67], [-4.50, 0.45, 3.53], [-2.37, 0.33, 5.01], [-2.42, 1.59, 3.79], [-0.33, -0.28, 4.06], [-0.60, 0.73, 2.66], [-1.54, -2.12, 3.13], [-0.37, -1.55, 1.97], [-2.20, 0.68, -0.42], [-3.59, 0.97, -1.44], [-0.72, 0.41, -2.15], [-1.92, 1.40, -3.00], [-1.40, -1.58, -3.17], [-1.66, -0.43, -4.49], [-3.74, -1.78, -4.28], [-4.06, -0.17, -3.65], [-3.51, -2.75, -2.15], [-4.92, -1.71, -2.00], [2.19, 0.31, -0.88], [2.10, 2.17, -1.08], [1.85, 2.83, -2.94], [2.84, 2.59, -3.91], [2.69, 3.02, -5.22], [1.54, 3.70, -5.60], [0.54, 3.93, -4.67], [0.70, 3.50, -3.35], [3.79, 3.05, -0.52], [4.49, 3.99, -1.27], [5.64, 4.60, -0.77], [6.11, 4.27, 0.49], [5.43, 3.32, 1.25], [4.29, 2.72, 0.74], [0.76, 3.17, -0.04], [0.86, 4.55, 0.09], [-0.09, 5.28, 0.79], [-1.17, 4.62, 1.38], [-1.28, 3.24, 1.26], [-0.32, 2.53, 0.56], [3.08, 0.00, -1.47], [3.74, 2.05, -3.63], [3.47, 2.83, -5.94], [1.42, 4.05, -6.62], [-0.37, 4.44, -4.96], [-0.09, 3.69, -2.64], [4.14, 4.27, -2.25], [6.17, 5.33, -1.37], [7.00, 4.74, 0.89], [5.79, 3.05, 2.23], [3.78, 1.96, 1.33], [1.70, 5.08, -0.36], [0.01, 6.35, 0.89], [-1.92, 5.18, 1.93], [-2.12, 2.72, 1.71], [-0.39, 1.45, 0.49]], "lumo_ev": [4.214, 4.209], "s2": 2.011, "spin_multiplicity": 3, "orbital_gap_ev": [4.921, 6.031], "e_above_lowest_ev": 0.000, "charge": -2}

{"formula": "C5H10N3", "method": "the ωB97M-V functional and the def2-TZVPD basis", "symbols": ["H", "N", "N", "C", "C", "C", "N", "C", "C", "H", "H", "H", "H", "H", "H", "H", "H", "H"], "xyz": [[-2.57, -1.13, 2.48], [-2.39, -0.38, 1.74], [-1.51, 0.37, 2.12], [-0.67, 1.22, 1.58], [0.14, 0.93, 0.51], [1.54, 1.72, 0.49], [0.19, -0.03, -0.51], [-0.41, -1.14, -0.95], [0.06, -1.76, -2.16], [-0.39, 2.13, 2.05], [2.01, 1.58, -0.40], [1.65, 2.78, 0.89], [2.11, 1.34, 1.28], [0.96, 0.30, -1.13], [-1.34, -1.54, -0.60], [-0.75, -2.03, -2.94], [1.02, -1.47, -2.57], [0.34, -2.90, -1.89]], "lumo_ev": [-5.265, -5.265], "smiles": "[H]/N=N/C=C(C)\\[NH+]=C\\C", "orbital_gap_ev": [7.016, 7.020], "e_above_lowest_ev": 5.477, "charge": 1}

{"formula": "C32H88N8O8", "method": "the ωB97M-V functional and the def2-TZVPD basis", "symbols": ["C", "O", "C", "C", "C", "N", "H", "H", "H", "H", "H", "H", "H", "H", "H", "H", "H", "C", "O", "C", "C", "C", "N", "H", "H", "H", "H", "H", "H", "H", "H", "H", "H", "H", "C", "O", "C", "C", "C", "N", "H", "H", "H", "H", "H", "H", "H", "H", "H", "H", "H", "C", "O", "C", "C", "C", "N", "H", "H", "H", "H", "H", "H", "H", "H", "H", "H", "H", "C", "O", "C", "C", "C", "N", "H", "H", "H", "H", "H", "H", "H", "H", "H", "H", "H", "C", "O", "C", "C", "C", "N", "H", "H", "H", "H", "H", "H", "H", "H", "H", "H", "H", "C", "O", "C", "C", "C", "N", "H", "H", "H", "H", "H", "H", "H", "H", "H", "H", "H", "C", "O", "C", "C", "C", "N", "H", "H", "H", "H", "H", "H", "H", "H", "H", "H", "H"], "xyz": [[-0.50, -4.96, 1.97], [0.75, -5.30, 1.41], [1.76, -5.25, 2.44], [2.99, -4.64, 1.89], [3.42, -5.39, 0.60], [4.06, -4.64, 2.94], [-0.81, -5.53, 2.86], [-1.26, -5.02, 1.19], [-0.52, -3.92, 2.30], [1.39, -4.74, 3.31], [1.96, -6.23, 2.89], [2.75, -3.65, 1.61], [3.93, -6.35, 0.71], [4.13, -4.79, 0.01], [2.55, -5.47, -0.03], [4.93, -4.65, 2.41], [4.05, -3.76, 3.45], [-0.49, 1.90, -3.23], [-1.58, 1.23, -2.66], [-2.22, 1.87, -1.60], [-3.59, 1.17, -1.42], [-4.54, 1.57, -2.58], [-4.33, 1.41, -0.14], [0.16, 2.23, -2.41], [-0.92, 2.78, -3.79], [-0.01, 1.18, -3.90], [-1.70, 1.98, -0.64], [-2.37, 2.92, -1.98], [-3.45, 0.09, -1.61], [-4.11, 1.37, -3.61], [-4.73, 2.58, -2.55], [-5.46, 1.03, -2.39], [-4.80, 2.29, -0.03], [-3.84, 1.13, 0.66], [-5.03, -2.01, -0.86], [-4.58, -2.30, 0.50], [-5.25, -1.45, 1.43], [-4.88, -1.98, 2.80], [-4.98, -3.48, 2.91], [-5.61, -1.21, 3.79], [-6.14, -1.95, -0.83], [-4.66, -2.86, -1.47], [-4.61, -1.08, -1.19], [-4.92, -0.42, 1.49], [-6.36, -1.50, 1.17], [-3.85, -1.69, 2.95], [-4.75, -3.85, 3.90], [-4.39, -4.09, 2.14], [-6.01, -3.84, 2.66], [-5.10, -1.28, 4.66], [-6.56, -1.55, 3.84], [-3.75, 1.64, 3.33], [-4.81, 2.42, 2.63], [-4.61, 3.78, 2.99], [-5.56, 4.63, 2.13], [-5.07, 6.10, 2.14], [-6.93, 4.55, 2.70], [-2.79, 1.92, 2.99], [-3.96, 0.58, 3.22], [-3.81, 1.91, 4.40], [-4.93, 4.01, 4.00], [-3.53, 4.05, 2.88], [-5.44, 4.30, 1.14], [-4.97, 6.56, 3.18], [-5.70, 6.65, 1.46], [-4.11, 6.32, 1.72], [-7.60, 4.45, 1.97], [-7.00, 3.60, 3.09], [8.15, 4.17, -4.41], [7.41, 4.43, -3.21], [7.02, 5.79, -3.10], [6.58, 6.20, -1.69], [5.44, 5.30, -1.15], [6.12, 7.55, -1.57], [7.49, 4.31, -5.27], [8.45, 3.13, -4.44], [8.97, 4.83, -4.48], [7.82, 6.47, -3.45], [6.20, 5.92, -3.81], [7.45, 6.07, -1.00], [5.78, 4.31, -0.85], [4.72, 5.22, -1.99], [5.03, 5.72, -0.23], [6.80, 8.32, -1.69], [5.29, 7.79, -2.05], [5.34, -2.58, -1.87], [5.45, -1.26, -1.45], [4.95, -0.26, -2.25], [5.66, 1.12, -1.82], [5.51, 1.26, -0.34], [4.92, 2.09, -2.59], [4.44, -3.06, -1.54], [6.15, -3.07, -1.35], [5.54, -2.72, -2.95], [5.15, -0.57, -3.32], [3.87, -0.18, -2.12], [6.70, 1.12, -2.13], [5.92, 2.27, -0.05], [5.95, 0.51, 0.33], [4.41, 1.33, -0.19], [5.50, 2.90, -2.70], [4.10, 2.48, -2.18], [-0.10, 2.22, 4.05], [-0.51, 1.33, 3.04], [-0.33, -0.06, 3.46], [-0.65, -1.02, 2.34], [0.44, -1.21, 1.32], [-1.96, -0.53, 1.75], [-0.44, 3.23, 3.85], [1.00, 2.36, 4.15], [-0.48, 1.90, 5.02], [0.72, -0.30, 3.80], [-0.94, -0.33, 4.36], [-0.86, -1.98, 2.79], [1.43, -1.21, 1.80], [0.46, -0.38, 0.56], [0.29, -2.10, 0.82], [-1.60, 0.09, 1.00], [-2.40, -1.36, 1.37], [-0.69, -6.62, -2.19], [-0.75, -5.24, -2.09], [-1.23, -4.75, -3.32], [-1.14, -3.23, -3.29], [0.28, -2.81, -3.03], [-2.00, -2.87, -2.13], [0.03, -7.00, -2.89], [-1.64, -7.09, -2.44], [-0.31, -7.14, -1.32], [-0.67, -5.21, -4.14], [-2.32, -4.99, -3.46], [-1.54, -2.80, -4.25], [0.65, -3.31, -2.14], [0.23, -1.74, -2.74], [0.98, -2.93, -3.79], [-2.02, -1.92, -1.92], [-1.53, -3.27, -1.32]], "lumo_ev": 0.456, "smiles": "COC[C@H](C)N.COC[C@H](C)N.COC[C@H](C)N.COC[C@H](C)N.COC[C@H](C)N.COC[C@H](C)N.COC[C@H](C)N.COC[C@H](C)N", "orbital_gap_ev": 9.265, "e_above_lowest_ev": 3.801, "charge": 0}